No. 1
{
  "formula": "C38H36BN5O4P2ReS3Te",
  "method": "the ωB97M-V functional and the def2-TZVPD basis",
  "relative_energy_kj_mol": 0.00,
  "multiplicity": 4,
  "mol_weight_g_mol": 1109.505,
  "homo_ev": [-6.5, -6.9],
  "s2": 3.76,
  "species": ["Re", "C", "N", "C", "C", "N", "B", "N", "C", "C", "N", "C", "C", "S", "C", "S", "H", "H", "H", "H", "H", "H", "H", "H", "H", "H", "H", "H", "Te", "C", "C", "C", "N", "C", "C", "C", "P", "C", "C", "C", "C", "C", "C", "C", "C", "C", "C", "C", "C", "P", "C", "C", "C", "C", "C", "C", "C", "C", "C", "C", "C", "C", "H", "H", "H", "H", "H", "H", "H", "H", "H", "H", "H", "H", "H", "H", "H", "H", "H", "H", "H", "H", "H", "H", "H", "H", "O", "S", "O", "O", "O"],
  "positions_angstrom": [[1.53847, -1.40559, 0.99026], [4.51111, 3.30280, 1.38679], [3.64283, 2.64772, 2.34297], [3.09554, 3.21061, 3.48071], [2.35545, 2.25101, 4.07201], [2.45519, 1.10362, 3.30980], [1.73926, -0.22982, 3.56455], [2.73025, -1.27956, 4.13260], [3.33661, -1.11025, 5.36460], [4.12298, -2.17854, 5.60199], [3.99439, -3.01072, 4.50640], [4.64597, -4.29171, 4.31183], [3.13976, -2.44976, 3.62430], [2.70024, -3.18621, 2.14176], [3.25596, 1.35504, 2.25527], [3.76377, 0.25409, 1.06674], [4.50950, 4.37020, 1.59410], [4.13809, 3.12293, 0.38089], [5.52519, 2.91065, 1.46143], [3.26626, 4.23861, 3.74437], [1.74240, 2.28744, 4.95454], [0.84853, -0.05036, 4.35454], [1.12450, -0.49731, 2.49965], [3.15719, -0.23568, 5.96391], [4.75846, -2.42438, 6.43332], [5.36383, -4.43840, 5.11456], [5.15964, -4.30065, 3.35241], [3.91219, -5.09641, 4.32310], [-2.98009, 1.31821, -0.13366], [-2.81721, 2.41092, -1.94403], [-3.37108, 1.94901, -3.13238], [-3.13079, 2.66041, -4.30055], [-2.40114, 3.77251, -4.35270], [-1.89300, 4.21832, -3.20529], [-2.07045, 3.58153, -1.98493], [-1.45033, -0.06119, -0.41377], [0.30919, 0.19991, -0.35083], [0.50507, 1.93773, 0.18051], [1.07864, 2.90731, -0.63459], [1.23351, 4.21128, -0.17467], [0.81377, 4.55526, 1.09999], [0.25828, 3.58608, 1.92820], [0.11696, 2.28633, 1.47518], [0.91143, 0.25856, -2.07959], [0.08041, 0.64168, -3.12777], [0.56235, 0.70352, -4.42726], [1.88341, 0.36793, -4.69208], [2.71531, -0.03229, -3.65577], [2.23085, -0.08961, -2.35661], [-2.05864, -1.53918, -0.95851], [-3.07663, -1.42629, -2.44753], [-2.44806, -1.35362, -3.68950], [-3.20561, -1.19185, -4.83950], [-4.58897, -1.10925, -4.75638], [-5.21803, -1.18737, -3.52113], [-4.46414, -1.34249, -2.36775], [-3.05680, -2.45833, 0.21880], [-3.69235, -3.63118, -0.18556], [-4.41802, -4.37079, 0.73109], [-4.51713, -3.93765, 2.04820], [-3.88352, -2.77245, 2.45185], [-3.14628, -2.03509, 1.53729], [-3.96261, 1.03926, -3.16412], [-3.54125, 2.31074, -5.24232], [-1.30188, 5.12621, -3.26436], [-1.60989, 3.98246, -1.08988], [1.39673, 2.65283, -1.63728], [1.67476, 4.95851, -0.82326], [0.92202, 5.57372, 1.45293], [-0.06371, 3.84663, 2.92834], [-0.30232, 1.52935, 2.12924], [-0.95232, 0.88519, -2.93045], [-0.09752, 1.01281, -5.22880], [2.26140, 0.40812, -5.70586], [3.74164, -0.31056, -3.85831], [2.88647, -0.40492, -1.55348], [-1.36996, -1.41981, -3.75683], [-2.71357, -1.13557, -5.80164], [-5.17852, -0.98804, -5.65611], [-6.29634, -1.12489, -3.45362], [-4.95506, -1.39125, -1.40381], [-3.60681, -3.97151, -1.21107], [-4.90230, -5.28764, 0.42219], [-5.08588, -4.51779, 2.76359], [-3.95214, -2.44426, 3.48066], [-2.61334, -1.14335, 1.84464], [1.38698, -2.77377, -0.66741], [0.10355, -3.52598, -0.62961], [0.13299, -4.70840, -1.41621], [-0.89011, -2.51285, -1.48935], [-0.45550, -3.56251, 0.69399]]
}

***

No. 2
{
  "formula": "C38H36BrF3N5PtS",
  "method": "the ωB97M-V functional and the def2-TZVPD basis",
  "total_charge": 3,
  "multiplicity": 5,
  "mol_weight_g_mol": 926.784,
  "homo_ev": [-14.7, -15.8],
  "s2": 6.11,
  "species": ["Pt", "F", "C", "F", "F", "C", "C", "C", "C", "N", "C", "S", "H", "H", "H", "Br", "C", "C", "C", "C", "C", "C", "N", "C", "C", "C", "C", "C", "C", "N", "H", "H", "H", "H", "H", "H", "H", "H", "H", "C", "C", "C", "C", "C", "C", "C", "C", "N", "C", "C", "C", "C", "N", "C", "C", "C", "C", "C", "C", "C", "C", "H", "H", "H", "H", "H", "H", "H", "H", "H", "H", "H", "H", "H", "H", "H", "H", "H", "H", "H", "H", "H", "H", "H", "H"],
  "positions_angstrom": [[0.22581, 1.05945, -0.74111], [-2.04518, 4.00119, -4.57510], [-3.14082, 3.64815, -3.89937], [-4.05302, 4.59608, -4.02081], [-3.62010, 2.51032, -4.42052], [-2.79402, 3.40363, -2.43044], [-3.66159, 3.90912, -1.36782], [-3.98889, 3.02682, 0.66038], [-2.75849, 2.14857, 1.00466], [-1.47402, 2.26969, -0.74123], [-1.76424, 2.53729, -2.10745], [-0.89462, 1.52443, -3.11033], [-4.25711, 4.74938, -1.70987], [-4.67619, 3.23616, 1.47292], [-2.64081, 1.81728, 2.03188], [-0.58466, -6.22703, 0.28642], [0.47794, -4.68174, 0.09796], [0.28986, -3.97838, -1.10475], [0.73129, -2.71644, -1.45810], [1.01759, -1.67735, -0.59406], [2.40836, -3.48284, 1.33112], [1.49969, -4.53679, 1.00787], [1.48813, -0.47691, -1.01862], [2.38960, -0.27619, -1.98390], [2.61082, 1.08941, -2.33853], [3.63445, 1.53518, -3.16931], [3.80593, 2.89406, -3.35830], [2.95646, 3.78921, -2.71489], [1.94366, 3.29510, -1.91942], [1.76620, 1.98069, -1.73728], [-0.21121, -4.54023, -1.88534], [0.74722, -2.47091, -2.51552], [4.46671, -3.08281, 1.41764], [1.69642, -5.44135, 1.57653], [2.98069, -1.09332, -2.37534], [4.28749, 0.81580, -3.64451], [4.60045, 3.25783, -3.99611], [3.07102, 4.85753, -2.82908], [1.24985, 3.95155, -1.41143], [-0.66629, 3.87351, 1.06667], [-1.83494, 3.23323, 0.38308], [-3.05703, 4.10671, 0.04339], [-4.63029, 2.75371, -0.71828], [-4.50754, 1.37280, -1.25268], [-3.46398, 0.58589, -0.98512], [-3.32646, -0.80077, -1.55642], [-2.37674, 1.12987, -0.10038], [-1.32052, 0.17347, 0.20258], [-1.45385, -0.79929, 1.09845], [-2.77328, -0.98361, 1.80126], [-0.38224, -1.64576, 1.49540], [-0.51156, -2.37103, 2.80083], [0.79450, -1.76585, 0.81669], [2.01821, -2.16749, 1.47127], [3.80694, -3.88793, 1.75992], [4.29455, -5.20721, 1.16784], [3.80812, -3.90355, 3.25756], [3.66590, -2.78132, 3.97265], [3.38046, -1.49377, 3.40968], [2.66099, -1.17092, 2.29337], [2.38084, 0.30832, 2.08496], [-0.22200, 4.65514, 0.44620], [0.10066, 3.14079, 1.32953], [-1.00424, 4.34620, 1.98968], [-3.00871, 5.13279, 0.39627], [-5.65367, 3.11205, -0.78372], [-5.29010, 1.00976, -1.91023], [-4.05739, -0.95424, -2.34728], [-3.49843, -1.56765, -0.79778], [-2.33048, -0.97602, -1.96829], [-3.58351, -0.44871, 1.31339], [-2.71076, -0.63573, 2.83479], [-3.04566, -2.03806, 1.83562], [-0.83396, -1.70161, 3.59822], [0.42267, -2.83428, 3.10366], [-1.26200, -3.16298, 2.71749], [4.13538, -5.25338, 0.08977], [3.80899, -6.06894, 1.62789], [5.36344, -5.30795, 1.35117], [3.97532, -4.84989, 3.76128], [3.81138, -2.81907, 5.04567], [3.65704, -0.65002, 4.03485], [3.19879, 0.78893, 1.54377], [2.27804, 0.81604, 3.04261], [1.46276, 0.48618, 1.52384]]
}